The following is a quantum chemistry calculation of a cluster of 3 separate species, C2H10NO3 in total in a non-equilibrium geometry, from the OMol25 dataset.

Atoms and positions in Å:
C 1.17799 -0.18554 0.08652
O 0.06538 -0.45719 0.78550
C 2.31890 -1.19642 0.42204
N 1.82036 -2.56786 0.33656
H 1.65234 0.80357 0.27786
H 1.03110 -0.21743 -0.98851
H 2.70538 -0.94043 1.40714
H 3.18040 -0.96616 -0.21107
H 2.12614 -3.01843 -0.51828
H 0.81154 -2.44296 0.23479
H -0.33655 0.19089 1.96020
H -0.78507 1.63021 2.33943
O -0.71089 0.78011 2.77840
H -3.75697 2.03628 -3.95164
H -4.19308 3.27962 -3.16765
O -3.83655 2.98419 -4.01073

Its charge is -1. As for the orbital gap: 0.2404 Ha. Its LUMO energy is 0.1110 hartree.

Mulliken atomic charge list, values in e, 6 entries: C -0.518; O -0.852; C -0.413; N -0.624; H 0.257; H 0.306

***

The following is a quantum chemistry calculation of a cluster of 3 separate species, C2H10NO3 in total in a non-equilibrium geometry, from the OMol25 dataset.

Atoms and positions in Å:
C -1.47404 1.39110 -1.04635
N -0.40830 0.94023 -0.04241
C -0.55300 -0.53467 0.18432
O 0.49889 -1.23428 0.42982
H -2.51388 1.02135 -0.66014
H -1.23366 2.35574 -1.09957
H -1.33135 0.74636 -1.94133
H -0.22321 1.70260 0.55876
H -1.50774 -0.66538 0.86898
H -1.09941 -0.78379 -0.84594
H 0.14997 0.59019 1.85764
H 1.08963 -0.38625 2.25655
O 0.61066 0.30344 2.76883
H 0.54252 -0.62415 -2.64817
H 1.14515 -1.33459 -1.21139
O 1.39074 -0.86195 -2.15693

Its charge is -1. As for the orbital gap: 0.2801 Ha. Its LUMO energy is 0.1466 hartree.

Mulliken atomic charge list, values in e, 6 entries: C -0.900; N -0.237; C -0.537; O -0.868; H 0.196; H 0.470

***

The following is a quantum chemistry calculation of a cluster of 3 separate species, C2H10NO3 in total in a non-equilibrium geometry, from the OMol25 dataset.

Atoms and positions in Å:
O -2.11198 -1.26997 -0.80029
C -1.11845 -1.88299 -0.40281
C 0.09192 -1.14057 0.10932
N 0.04217 0.26897 -0.50034
H -1.03388 -2.95891 0.02207
H 0.94350 -1.69507 -0.28870
H 0.27367 -1.02981 1.16262
H 0.97229 0.65951 -0.55659
H -0.63760 0.83699 0.15334
H -0.44513 0.17283 -1.41409
H -2.84304 1.08992 0.73642
H -2.04648 2.44279 0.83609
O -1.98203 1.49023 0.55732
H 3.53901 0.80453 -0.58216
H 3.42161 1.37368 0.81451
O 2.93441 0.83786 0.15328

The multiplicity is 2. Its charge is +2. As for the orbital gap (spin up / spin down): 0.2774 / 0.1558 Ha. Its LUMO energy (spin up / spin down) is -0.4247 / -0.5459 hartree.

Mulliken atomic charge list, values in e, 6 entries: O -0.002; C 0.332; C -0.354; N -0.300; H 0.402; H 0.402

***

The following is a quantum chemistry calculation of a cluster of 2 separate species, C2H10NOS in total in a non-equilibrium geometry, from the OMol25 dataset.

Atoms and positions in Å:
C 1.36459 -0.08921 -0.38934
C 0.53666 1.22794 -0.17313
S -1.24215 1.22335 0.45401
N 0.72494 -0.94240 -1.44466
H 1.29123 -0.66386 0.53666
H 2.48442 0.09481 -0.52652
H 0.61371 1.96928 -0.99756
H 1.01831 1.78200 0.58050
H -1.83684 1.60787 -0.66126
H 0.20087 -0.37084 -2.07280
H 0.02932 -1.59840 -1.08152
H 1.42999 -1.49998 -1.98101
H 0.35326 -2.86558 1.04562
H 0.11688 -1.41656 1.80258
O -0.21651 -2.10532 1.17268

Its charge is +1. As for the orbital gap: 0.3533 Ha. Its LUMO energy is -0.1357 hartree.

Mulliken atomic charge list, values in e, 6 entries: C -0.131; C -0.978; S -0.096; N -0.263; H 0.040; H 0.357

***

Sequential DFT total energy output: -362.67413, -362.61584, -361.87403, -610.10117 hartree
Sequential molar mass output: 96.11, 96.11, 96.11, 96.17 g mol⁻¹